Density functional theory data (ωB97M-V/def2-TZVPD) for C15H8ClIN2O2 in the gas phase.

Computed properties:
Spin multiplicity   1
Molar mass   410.60 u
SMILES string   O=C1OC(c2cc(I)ccc2Cl)=N/C1=C\c1ccncc1

The geometry in XYZ format:
```
29
Properties=species:S:1:pos:R:3:forces:R:3
H 1.6412 -5.8255 -0.2597 0.0 -0.5 0.0
C -2.5417 0.1492 1.0467 -3.2 3.9 -0.4
C -0.3455 -2.5468 0.4179 -1.4 -0.7 1.1
C 1.0825 2.5916 -0.6078 0.9 -0.8 -0.3
C 1.0800 -4.9408 -0.0516 0.1 1.9 0.1
C 1.7450 -3.6936 -0.0727 0.1 -0.3 0.0
C -0.3533 4.4401 -0.4533 0.6 0.4 0.2
N 1.9476 4.7515 -1.2148 -0.1 -0.1 -0.3
O -2.3014 -1.1552 1.1174 1.3 -1.2 -0.3
Cl -2.7416 -3.9340 0.8705 1.0 -0.2 -0.2
C -0.2826 -4.9487 0.2636 -0.4 -0.7 0.3
C -1.0238 -3.7895 0.5138 0.7 0.1 -0.5
C -1.2955 2.2069 0.2827 0.3 -1.8 0.1
C -0.1776 3.0590 -0.2531 -0.9 0.1 0.1
H -2.2529 2.6691 0.5048 0.2 0.3 0.0
I 3.9184 -3.5452 -0.6029 -2.0 -0.2 0.6
C -1.3528 0.8379 0.5166 0.5 2.6 -0.1
O -3.6197 0.6775 1.2518 1.1 -1.3 0.3
C 1.0283 -2.5295 0.2281 1.1 -1.1 -0.8
H -1.2789 4.9862 -0.1937 0.5 -0.6 -0.2
H 0.5528 6.2981 -0.9041 0.6 -0.4 -0.2
H 1.3664 1.5481 -0.4835 -0.4 0.1 -0.1
C -1.0171 -1.2619 0.6218 2.0 1.7 -0.7
C 2.0687 3.4276 -1.1374 -0.1 -0.5 0.6
C 0.7580 5.2183 -0.8817 -1.9 0.1 0.6
H 1.5851 -1.6239 0.2566 -0.1 0.8 0.0
H 3.0210 2.9712 -1.4409 -0.4 0.4 0.1
N -0.4110 -0.1262 0.2999 -0.5 -2.7 0.3
H -0.7996 -5.9112 0.3651 0.2 0.4 -0.2
```
Positions in Å, forces in eV/Å.

Density functional theory data (ωB97M-V/def2-TZVPD) for a molecular structure, C16H10BrEuF5.

Computed properties:
Spin multiplicity   8
Charge   -2
Expectation value of S²   15.764
Molar mass   529.11 u

The geometry in XYZ format:
```
33
Properties=species:S:1:pos:R:3:forces:R:3
C -1.6167 -1.5654 -0.7669 -2.4 -1.5 -0.6
F 1.2274 1.9180 4.6445 0.0 0.1 0.3
H 1.0148 2.5023 -1.3105 -0.2 0.2 0.1
C -0.8543 -1.1119 -2.8613 -1.7 -0.8 -1.7
C -0.2261 0.3158 1.6097 -0.7 1.2 1.7
C -1.4989 -0.0039 2.2123 2.8 1.5 1.0
H -0.4433 -3.0696 -1.9071 0.1 -0.1 0.0
C -1.5239 0.0419 -2.3734 -1.9 -0.3 -1.5
F 1.9070 1.3994 2.2153 0.9 0.2 -0.6
C -2.0209 -0.2594 -1.0975 -1.9 -0.5 -0.5
H -1.7765 -2.0525 0.1762 0.1 -0.1 -0.1
H -1.6430 0.9783 -2.8894 0.0 0.2 -0.1
H 3.2367 -1.1896 -0.9534 0.0 -0.1 0.1
H 0.7356 1.1451 -3.5952 -0.1 0.0 -0.1
H 2.0668 -1.1795 -3.3422 0.0 -0.1 -0.2
Br 1.1278 -2.1968 0.5383 1.5 -3.3 2.2
C 1.3055 0.8326 -2.7390 1.6 1.2 -1.7
F -2.5155 -0.6013 1.5746 -0.4 -0.2 -0.3
C 0.3331 1.2860 3.8415 0.3 -0.2 -0.8
C 2.6430 -0.3933 -1.3581 2.0 0.7 -0.5
H -0.3798 -1.2057 -3.8215 0.1 0.0 -0.2
C 2.0118 -0.3929 -2.6105 1.8 0.8 -1.5
H -2.5560 0.4130 -0.4557 0.0 0.2 0.1
C -0.9037 -2.0996 -1.8681 -2.4 -1.3 -1.0
C -0.8993 0.9430 4.3531 0.0 0.0 0.0
C 1.4679 1.5582 -1.5507 2.2 1.5 -0.7
Eu 0.3205 -0.3529 -1.0414 -0.5 0.8 7.1
C 0.6727 0.9918 2.5148 -3.4 -1.4 0.4
F -1.2129 1.2346 5.6403 0.0 0.0 0.1
F -3.0279 -0.0241 4.0447 -0.1 0.0 0.3
C 2.2884 0.7908 -0.6880 2.4 1.4 -0.3
H 2.5502 1.0431 0.3220 0.0 0.0 -0.1
C -1.8106 0.3045 3.5413 0.1 -0.3 -0.8
```
Positions in Å, forces in eV/Å.

Density functional theory data (ωB97M-V/def2-TZVPD) for a molecular structure, C16H10Cl5F6N5O4RuS3.

Computed properties:
Spin multiplicity   6
Charge   +1
Expectation value of S²   8.812
Molar mass   824.81 u

The geometry in XYZ format:
```
50
Properties=species:S:1:pos:R:3:forces:R:3
Cl 6.3176 -2.8987 -0.1249 0.0 -0.1 0.0
H -1.0378 1.7798 3.3635 0.0 0.0 0.0
C 2.6371 2.9557 1.4018 0.6 0.3 -0.9
C 4.3859 -1.5766 1.2102 -0.1 0.0 -0.2
F -1.2087 -3.0635 -3.5543 -0.1 -0.2 0.2
C 2.6443 -0.2895 0.1213 0.0 -0.3 -0.7
O -4.6798 -2.4955 -0.7123 0.0 0.3 0.0
F -3.8581 -3.1811 2.0543 0.0 -0.1 0.0
C -1.4401 2.0928 0.0617 0.2 0.1 -0.1
H -0.6028 1.7030 -3.1206 0.0 -0.1 0.1
Cl 5.1273 -2.1455 2.6393 0.0 0.0 0.0
C -2.8445 2.2428 -0.0684 0.2 -0.1 0.1
S 2.8440 3.0216 -0.2841 -0.3 -0.4 0.2
O 0.0068 -3.2275 -0.8957 0.0 -0.1 -0.3
C -2.6129 2.0298 -2.4443 -0.2 0.1 0.1
N 0.6265 1.7903 1.1480 1.0 -0.5 -0.2
C -3.6664 -4.0918 1.0972 0.1 0.2 -0.4
H 3.4813 3.3934 3.2224 0.1 0.1 0.0
S -3.4642 -3.2160 -0.5351 0.2 -0.5 0.5
H 4.3923 3.8469 1.8147 0.0 0.0 0.0
Cl 2.6200 -0.3570 2.8230 -0.1 0.1 0.2
N -0.6707 1.8871 -1.0705 -0.5 0.0 -0.4
C 3.2612 -0.7521 1.2783 -0.1 0.1 -0.1
H -4.4870 2.3121 -1.4216 0.0 0.0 0.0
N 1.5111 2.4470 1.9339 -0.6 0.1 0.1
N -2.2445 -2.2403 -0.1324 0.3 0.3 -0.9
F -0.4750 -1.0574 -3.3267 -0.1 -0.1 0.0
F -2.5716 -1.4605 -2.9999 0.0 -0.2 0.1
Cl 4.8375 -2.0322 -2.7524 0.0 0.0 -0.1
H -2.3723 2.6138 2.5694 0.0 0.0 0.0
C 3.1696 -0.7378 -1.0856 0.3 -0.1 0.7
H 1.3682 2.4013 2.9343 -0.1 0.1 0.1
O -3.0501 -4.1916 -1.4985 0.0 0.0 -0.1
C 4.2751 -1.5476 -1.2187 0.1 -0.1 0.0
C -1.3565 -1.9759 -2.8436 0.2 0.4 0.0
O -0.3925 -0.8403 -0.7364 0.5 1.1 0.2
F -4.7149 -4.9020 1.0458 0.1 0.0 0.0
Cl 2.2746 -0.1441 -2.4607 0.2 0.0 -0.7
C -0.7462 2.1133 1.2728 -1.0 0.2 0.2
C 4.9094 -1.9518 -0.0367 -0.1 0.1 0.0
F -2.5746 -4.7967 1.3744 -0.1 0.0 0.1
H -3.4522 2.3302 0.8192 0.0 0.1 0.0
C -1.2922 2.5173 2.5967 0.2 -0.3 -0.1
H -0.8842 3.4866 2.8994 0.0 0.0 0.0
C -3.4163 2.2052 -1.3144 0.0 0.0 -0.1
S -0.9494 -2.1765 -1.0032 -0.5 -0.5 0.6
C -1.2495 1.8502 -2.2644 0.0 0.2 0.0
N 3.5608 3.4510 2.2192 -0.3 -0.2 0.2
Ru 1.1039 0.8534 -0.5599 0.1 -0.1 1.3
H -3.0396 2.0246 -3.4358 0.0 -0.1 0.0
```
Positions in Å, forces in eV/Å.

It is found that the E values, taken in the order of the records, are -43381.984, -119707.620, -146387.728 eV.
It is found that the relative energy (zero: lowest compared OMol25 entry of this formula, charge and spin) values, taken in the order of the records, are 0.0, 142.8, 38.4 kcal per mole.
It is found that the F_max values, taken in the order of the records, are 5.02, 7.14, 1.33 eV Å⁻¹.